Arrangement 1

A cluster of 11 separate species, H22O11 in total. Source: the Open Molecules 2025 dataset; level of theory: the ωB97M-V functional and the def2-TZVPD basis.

```
33
H22O11 the ωB97M-V functional and the def2-TZVPD basis
O -12.893 -11.343 -3.871
H -12.701 -12.135 -4.398
H -11.998 -11.173 -3.572
O -11.036 -9.084 0.119
H -11.366 -9.907 -0.189
H -11.718 -8.727 0.662
O -9.037 -13.578 -0.178
H -8.955 -12.631 -0.264
H -8.148 -13.765 -0.406
O -9.056 -9.620 -5.053
H -8.818 -9.154 -4.284
H -8.774 -9.087 -5.764
O -12.203 -14.615 -0.597
H -11.853 -13.752 -0.504
H -12.342 -15.082 0.219
O -9.738 -13.663 -3.961
H -9.016 -14.026 -3.415
H -9.888 -12.809 -3.557
O -9.560 -8.543 -2.361
H -10.519 -8.510 -2.265
H -9.162 -7.770 -1.967
O -10.358 -11.373 -2.578
H -9.608 -10.815 -2.333
H -10.728 -11.701 -1.776
O -11.634 -9.093 -5.088
H -11.755 -9.272 -4.156
H -10.671 -9.177 -5.189
O -11.763 -12.022 -0.271
H -12.707 -11.830 -0.277
H -11.533 -12.164 0.663
O -8.211 -10.751 -1.163
H -8.245 -9.802 -1.368
H -7.863 -11.062 -2.001
```

* highest occupied orbital energy: -9.97 eV
* SMILES: O.O.O.O.O.O.O.O.O.O.O
* HOMO-LUMO gap: 9.679 eV
* charge: 0


Arrangement 2

A cluster of 11 separate species, H22O11 in total. Source: the Open Molecules 2025 dataset; level of theory: the ωB97M-V functional and the def2-TZVPD basis.

```
33
H22O11 the ωB97M-V functional and the def2-TZVPD basis
O 0.391 0.425 -0.254
H 0.458 1.295 -0.561
H 0.132 0.665 0.670
O 1.558 3.924 2.481
H 2.370 3.429 2.296
H 1.808 4.862 2.104
O -1.460 0.406 4.176
H -1.386 -0.505 3.672
H -1.041 0.951 3.489
O -3.407 -1.344 0.196
H -2.939 -0.973 0.915
H -3.412 -0.577 -0.480
O 2.622 -0.607 2.129
H 3.040 -1.046 2.977
H 2.997 0.287 2.228
O -1.066 -1.988 1.488
H -1.072 -1.384 2.223
H -0.666 -1.439 0.765
O -2.364 0.876 -1.331
H -1.433 0.841 -1.497
H -2.555 1.281 -0.415
O -0.394 1.587 -5.810
H 0.496 2.003 -6.096
H -0.318 1.230 -4.921
O 2.958 0.320 -0.986
H 2.970 0.518 -0.085
H 2.625 1.146 -1.364
O -2.086 -1.769 -1.534
H -2.358 -2.122 -0.736
H -2.778 -1.178 -1.881
O 2.862 -2.339 -0.680
H 2.875 -3.264 -0.833
H 3.251 -1.933 -1.483
```

* highest occupied orbital energy: -9.76 eV
* SMILES: O.O.O.O.O.O.O.O.O.O.O
* HOMO-LUMO gap: 9.008 eV
* charge: 0


Arrangement 3

A cluster of 11 separate species, H22O11 in total. Source: the Open Molecules 2025 dataset; level of theory: the ωB97M-V functional and the def2-TZVPD basis.

```
33
H22O11 the ωB97M-V functional and the def2-TZVPD basis
O 2.498 -2.499 2.726
H 2.510 -1.597 3.167
H 1.627 -2.432 2.559
O -3.015 -1.078 -1.245
H -3.847 -1.554 -1.051
H -2.709 -0.395 -0.598
O -0.337 -0.130 0.425
H 0.470 0.490 0.227
H -0.052 -0.786 0.789
O -0.554 -2.346 2.496
H -0.848 -1.850 3.356
H -1.020 -3.123 2.414
O -2.284 2.588 0.035
H -1.478 2.975 0.519
H -2.006 2.084 -0.670
O 1.788 0.951 0.619
H 2.531 0.494 0.597
H 1.784 1.277 1.595
O -3.097 0.789 1.190
H -2.735 1.539 0.929
H -2.398 0.208 1.606
O -0.355 -1.931 -1.874
H 0.310 -1.230 -1.834
H -1.060 -1.688 -1.302
O -0.376 1.794 -1.762
H 0.062 2.644 -1.898
H -0.569 1.256 -2.623
O 2.298 2.294 -2.156
H 1.694 1.718 -1.661
H 3.104 1.808 -2.185
O 2.308 -0.678 -1.665
H 2.729 -1.480 -1.287
H 3.029 -0.112 -1.437
```

* highest occupied orbital energy: -10.02 eV
* SMILES: O.O.O.O.O.O.O.O.O.O.O
* HOMO-LUMO gap: 9.440 eV
* charge: 0


Arrangement 4

A cluster of 11 separate species, H22O11 in total. Source: the Open Molecules 2025 dataset; level of theory: the ωB97M-V functional and the def2-TZVPD basis.

```
33
H22O11 the ωB97M-V functional and the def2-TZVPD basis
O -20.133 -1.972 26.086
H -20.184 -1.484 26.868
H -20.685 -2.720 26.281
O -23.271 -0.490 25.882
H -22.894 -0.271 25.055
H -23.623 0.347 26.127
O -19.852 1.602 29.028
H -20.318 1.063 28.385
H -20.187 1.354 29.867
O -22.672 0.514 23.308
H -21.733 0.393 23.572
H -22.748 1.434 23.041
O -23.583 2.219 26.299
H -23.533 2.701 27.133
H -24.256 2.689 25.842
O -19.687 2.513 22.726
H -20.077 2.427 23.602
H -20.337 3.057 22.274
O -21.196 0.551 26.889
H -21.982 -0.033 26.634
H -20.954 1.054 26.067
O -24.187 -2.977 26.127
H -23.941 -2.021 26.183
H -24.971 -2.800 25.601
O -18.150 0.775 25.819
H -18.323 0.310 26.652
H -18.797 0.473 25.152
O -20.883 2.671 25.062
H -20.621 3.566 24.947
H -21.841 2.643 25.120
O -20.115 -0.120 24.061
H -19.306 -0.388 23.666
H -20.228 -0.717 24.802
```

* highest occupied orbital energy: -10.65 eV
* SMILES: O.O.O.O.O.O.O.O.O.O.O
* HOMO-LUMO gap: 10.157 eV
* charge: 0


The structure with the least stability is arrangement 3.


Arrangement 1

A cluster of 11 separate species, H22O11 in total. Source: the Open Molecules 2025 dataset; level of theory: the ωB97M-V functional and the def2-TZVPD basis.

```
33
H22O11 the ωB97M-V functional and the def2-TZVPD basis
O 0.996 -0.378 -0.631
H 0.835 0.324 -1.322
H 0.893 -1.146 -1.130
O 0.457 3.352 2.247
H 0.355 3.675 1.304
H 0.394 2.455 2.090
O -0.339 -5.711 0.642
H 0.299 -6.414 0.326
H 0.013 -4.887 0.450
O -0.053 1.714 0.059
H -0.320 1.365 -0.760
H 0.764 2.208 -0.119
O 2.101 1.299 3.258
H 1.807 0.454 2.898
H 2.750 0.942 3.770
O -2.441 1.247 -3.988
H -2.484 0.584 -3.314
H -2.411 2.111 -3.534
O 1.891 -2.431 -3.247
H 1.004 -2.960 -3.160
H 1.910 -1.736 -2.538
O -3.054 -0.222 2.282
H -2.310 -0.887 2.107
H -2.651 0.640 2.167
O 3.573 -1.963 0.464
H 3.779 -1.030 0.413
H 3.623 -2.319 -0.402
O -2.388 -0.314 -1.686
H -2.684 0.206 -0.904
H -1.900 -1.048 -1.283
O -1.234 3.820 1.497
H -1.657 4.188 0.752
H -1.521 2.864 1.292
```

* highest occupied orbital energy: -8.77 eV
* SMILES: O.O.O.O.O.O.O.O.O.O.O
* HOMO-LUMO gap: 7.914 eV
* charge: 0


Arrangement 2

A cluster of 11 separate species, H22O11 in total. Source: the Open Molecules 2025 dataset; level of theory: the ωB97M-V functional and the def2-TZVPD basis.

```
33
H22O11 the ωB97M-V functional and the def2-TZVPD basis
O -0.099 -1.942 4.179
H 0.646 -1.809 3.585
H 0.146 -1.482 4.989
O 2.354 -0.525 1.182
H 2.881 -0.920 1.887
H 2.010 0.285 1.575
O 1.680 -1.758 -2.298
H 2.110 -2.394 -2.875
H 1.317 -2.287 -1.571
O -0.645 3.557 -0.175
H -0.931 2.680 0.118
H -1.249 4.165 0.259
O 2.174 -3.277 0.223
H 2.393 -2.478 0.719
H 3.013 -3.572 -0.146
O -3.060 -1.379 -1.369
H -3.946 -1.567 -1.045
H -2.503 -1.311 -0.579
O 0.700 0.862 -2.016
H 0.214 1.061 -2.823
H 1.120 -0.006 -2.181
O 2.301 2.605 -0.309
H 1.805 2.344 0.468
H 1.827 2.174 -1.040
O -2.403 1.801 1.267
H -2.230 0.850 1.293
H -3.316 1.883 0.974
O -0.617 -0.516 0.208
H -0.093 -0.030 -0.458
H 0.025 -0.896 0.816
O -2.326 1.472 -1.895
H -2.466 0.522 -1.769
H -2.832 1.888 -1.194
```

* highest occupied orbital energy: -10.19 eV
* SMILES: O.O.O.O.O.O.O.O.O.O.O
* HOMO-LUMO gap: 9.907 eV
* charge: 0


The structure with the least stability is arrangement 1.


Arrangement 1

A cluster of 11 separate species, H22O11 in total. Source: the Open Molecules 2025 dataset; level of theory: the ωB97M-V functional and the def2-TZVPD basis.

```
33
H22O11 the ωB97M-V functional and the def2-TZVPD basis
O -2.073 0.024 3.100
H -1.261 0.209 2.613
H -2.016 0.578 3.884
O 1.699 -2.131 -0.570
H 1.446 -3.052 -0.445
H 2.079 -2.088 -1.454
O -0.200 -0.166 0.420
H 0.419 -0.910 0.472
H -0.653 -0.304 -0.418
O -1.205 1.862 -3.157
H -1.913 1.968 -3.799
H -1.624 1.392 -2.430
O 0.783 -0.275 -2.749
H 0.658 -0.714 -3.594
H 0.104 0.420 -2.756
O 1.083 -2.148 3.691
H 0.581 -1.951 4.486
H 1.082 -1.320 3.198
O -2.878 0.910 -0.291
H -3.616 0.879 0.327
H -2.132 1.216 0.238
O 1.133 0.825 2.760
H 1.341 1.735 2.992
H 0.874 0.857 1.829
O 1.839 1.899 -1.045
H 1.028 2.375 -0.848
H 1.554 1.095 -1.503
O 3.815 -0.326 0.517
H 3.315 0.495 0.505
H 3.147 -1.021 0.488
O -2.693 -0.673 -2.516
H -2.956 -1.549 -2.220
H -2.760 -0.111 -1.726
```

* highest occupied orbital energy: -10.54 eV
* SMILES: O.O.O.O.O.O.O.O.O.O.O
* HOMO-LUMO gap: 10.457 eV
* charge: 0


Arrangement 2

A structure of composition H22O11. Source: the Open Molecules 2025 dataset; level of theory: the ωB97M-V functional and the def2-TZVPD basis.

```
33
H22O11 the ωB97M-V functional and the def2-TZVPD basis
H 0.453 0.312 -0.298
H 1.937 -0.222 -0.558
H -2.365 -3.320 -0.537
H -2.378 -1.803 -0.514
H 3.357 1.131 -3.023
H 3.199 0.542 -1.578
H -3.731 0.028 1.647
H -4.375 -1.160 1.380
H -0.425 -0.575 2.497
H 0.903 -0.965 1.616
H -1.116 0.727 -0.573
H -0.742 1.343 -1.909
H -3.157 0.936 0.186
H -3.455 -0.025 -0.911
H 0.509 1.366 3.933
H 0.144 1.241 2.566
H -0.959 4.011 0.292
H 0.462 4.160 -0.102
H 5.507 -2.718 0.740
H 6.343 -1.690 0.077
H -0.101 -2.329 -1.725
H -0.843 -1.077 -2.460
O 1.088 -0.160 -0.900
O -2.275 -2.602 -1.148
O 3.810 1.118 -2.095
O -3.489 -0.777 1.270
O 0.050 -1.249 1.901
O -1.003 1.597 -1.024
O -2.753 0.548 -0.669
O 0.947 1.310 3.147
O -0.342 3.787 -0.415
O 5.653 -1.750 0.845
O -0.852 -1.735 -1.657
```

* highest occupied orbital energy: -7.24 eV
* HOMO-LUMO gap: 6.928 eV
* charge: 0


Arrangement 3

A cluster of 11 separate species, H22O11 in total. Source: the Open Molecules 2025 dataset; level of theory: the ωB97M-V functional and the def2-TZVPD basis.

```
33
H22O11 the ωB97M-V functional and the def2-TZVPD basis
O 0.959 1.109 0.014
H 1.268 0.349 0.519
H 0.402 0.725 -0.672
O -2.794 -1.409 -3.202
H -2.468 -2.018 -2.531
H -2.027 -1.243 -3.761
O -2.836 2.102 -0.560
H -3.460 1.440 -0.239
H -2.532 1.748 -1.403
O -2.377 3.127 3.544
H -1.693 3.088 2.866
H -2.706 2.223 3.597
O 4.960 -0.178 -1.532
H 4.408 -0.470 -0.798
H 4.713 -0.762 -2.258
O -0.225 -2.802 1.475
H 0.556 -2.391 1.864
H 0.009 -2.919 0.547
O -1.419 -4.137 -2.063
H -0.978 -3.387 -1.648
H -1.647 -3.817 -2.943
O 0.644 1.150 5.467
H 1.193 1.896 5.199
H 0.083 0.984 4.701
O 2.226 0.044 3.524
H 2.332 -0.905 3.657
H 1.937 0.122 2.608
O -1.448 2.114 -3.427
H -2.152 1.946 -4.063
H -0.748 1.503 -3.685
O 2.143 -0.709 -2.853
H 2.965 -0.260 -2.623
H 1.873 -1.138 -2.033
```

* highest occupied orbital energy: -10.82 eV
* SMILES: O.O.O.O.O.O.O.O.O.O.O
* HOMO-LUMO gap: 9.577 eV
* charge: 0


Arrangement 4

A cluster of 11 separate species, H22O11 in total. Source: the Open Molecules 2025 dataset; level of theory: the ωB97M-V functional and the def2-TZVPD basis.

```
33
H22O11 the ωB97M-V functional and the def2-TZVPD basis
O 0.442 1.218 3.828
H 1.057 0.497 4.021
H 1.204 1.678 3.390
O 0.817 -1.968 2.827
H 1.109 -1.148 3.247
H 1.540 -2.096 2.199
O 2.036 -1.546 -2.315
H 1.315 -1.288 -1.757
H 2.488 -2.371 -2.271
O 4.156 3.129 1.793
H 4.463 3.259 0.901
H 3.198 3.206 1.842
O -3.741 -1.671 1.278
H -3.916 -2.542 1.632
H -3.179 -1.755 0.504
O -0.773 0.252 0.002
H -0.399 -0.624 0.130
H -1.180 0.530 0.806
O -0.829 1.049 -3.460
H -1.750 1.096 -3.164
H -0.964 1.163 -4.408
O 1.795 0.425 -0.570
H 2.254 0.891 -1.271
H 0.839 0.621 -0.622
O -3.922 0.423 -2.078
H -4.283 0.376 -1.193
H -3.974 -0.455 -2.503
O -2.836 -1.590 -3.387
H -1.962 -1.385 -3.054
H -3.374 -2.221 -2.909
O 2.643 1.026 2.503
H 3.464 1.428 2.170
H 2.260 0.392 1.888
```

* highest occupied orbital energy: -10.92 eV
* SMILES: O.O.O.O.O.O.O.O.O.O.O
* HOMO-LUMO gap: 10.842 eV
* charge: 0


The structure with the least stability is arrangement 2.